Molecular formula: C38H79BNO10P
Method: DFT, wB97M-V/def2-TZVPD

The geometry in XYZ format:
```
130
Properties=species:S:1:pos:R:3
C 3.27 -4.63 0.51
C 4.46 -3.98 -0.20
C 4.31 -2.46 -0.39
C 3.84 -2.08 -1.79
C 3.77 -0.57 -2.08
C 2.99 0.26 -1.05
C 1.47 0.37 -1.33
B 0.51 0.23 0.00
N -1.00 0.35 -0.32
C -1.60 -0.72 -1.10
C -2.37 -1.74 -0.23
C -3.81 -1.92 -0.68
C -4.51 -3.03 0.11
C 0.84 -1.26 0.70
O 1.03 -2.23 -0.10
O 0.91 -1.37 1.95
P 0.88 1.75 1.24
C 2.49 1.43 2.09
C -0.28 1.54 2.66
H 3.60 -5.45 1.14
H 2.54 -5.03 -0.20
H 2.73 -3.91 1.12
H 5.34 -4.14 0.43
H 4.66 -4.46 -1.15
H 5.24 -1.94 -0.12
H 3.56 -2.12 0.32
H 4.56 -2.51 -2.50
H 2.89 -2.57 -1.97
H 4.79 -0.20 -2.22
H 3.26 -0.45 -3.04
H 3.17 -0.13 -0.05
H 3.42 1.27 -1.05
H 1.28 1.35 -1.80
H 1.20 -0.38 -2.07
H -1.23 1.25 -0.72
H -0.85 -1.28 -1.67
H -2.31 -0.29 -1.81
H -1.87 -2.70 -0.30
H -2.33 -1.37 0.80
H -4.37 -1.00 -0.51
H -3.86 -2.16 -1.74
H -3.94 -3.96 0.02
H -4.60 -2.78 1.16
H -5.51 -3.24 -0.29
H 2.49 1.90 3.07
H 2.74 0.38 2.15
H 3.26 1.95 1.52
H -1.30 1.64 2.30
H -0.18 0.54 3.08
H -0.07 2.27 3.44
C 4.96 1.79 5.02
C 6.11 1.97 4.07
O 6.04 2.70 3.11
C 7.37 1.18 4.33
H 4.13 2.41 4.68
H 4.65 0.75 5.02
H 5.24 2.09 6.03
H 7.15 0.11 4.33
H 7.80 1.45 5.30
H 8.08 1.39 3.54
C -7.82 0.42 -3.20
C -6.91 0.34 -2.00
O -5.71 0.24 -2.09
C -7.56 0.42 -0.64
H -7.23 0.35 -4.11
H -8.55 -0.39 -3.18
H -8.35 1.37 -3.19
H -8.28 -0.39 -0.51
H -8.08 1.38 -0.53
H -6.79 0.35 0.13
C 5.95 5.84 3.73
C 5.68 6.23 5.16
O 5.53 5.42 6.04
C 5.60 7.72 5.46
H 5.96 4.76 3.63
H 5.17 6.24 3.08
H 6.91 6.25 3.42
H 4.80 8.17 4.87
H 6.55 8.20 5.19
H 5.41 7.87 6.52
C -11.01 -3.48 0.36
C -9.88 -3.31 -0.64
O -9.99 -2.56 -1.59
C -8.63 -4.11 -0.38
H -11.85 -2.85 0.07
H -11.32 -4.52 0.39
H -10.67 -3.19 1.35
H -8.86 -5.17 -0.39
H -8.20 -3.84 0.59
H -7.89 -3.90 -1.16
C 7.65 0.82 0.02
C 9.06 0.81 0.55
O 9.32 0.36 1.64
C 10.14 1.38 -0.35
H 6.97 0.39 0.75
H 7.34 1.85 -0.19
H 7.59 0.25 -0.91
H 9.92 2.43 -0.57
H 10.17 0.83 -1.29
H 11.10 1.31 0.15
C 3.55 -7.14 -2.15
C 5.03 -7.39 -1.99
O 5.57 -7.31 -0.92
C 5.80 -7.73 -3.25
H 3.12 -6.89 -1.18
H 3.38 -6.30 -2.83
H 3.06 -8.02 -2.56
H 5.71 -6.92 -3.97
H 5.40 -8.64 -3.70
H 6.85 -7.88 -3.00
C -4.91 3.32 -5.12
C -5.85 2.59 -6.04
O -6.07 1.41 -5.91
C -6.51 3.40 -7.14
H -4.51 2.63 -4.38
H -4.09 3.75 -5.69
H -5.44 4.13 -4.61
H -5.75 3.83 -7.79
H -7.10 4.21 -6.71
H -7.16 2.75 -7.73
C -6.05 3.44 1.33
C -7.47 3.92 1.43
O -8.36 3.44 0.75
C -7.75 5.03 2.42
H -5.97 2.65 0.59
H -5.39 4.27 1.04
H -5.70 3.06 2.29
H -7.16 5.91 2.16
H -7.48 4.71 3.42
H -8.81 5.28 2.40
```

Summary:
* molar mass: 751.8 g/mol
* max |F|: 0.84 eV Å⁻¹
* total charge: -2

Molecular formula: C38H79Br3Cl12NO4P
Method: DFT, wB97M-V/def2-TZVPD

The geometry in XYZ format:
```
138
Properties=species:S:1:pos:R:3
C 14.76 -1.56 -32.34
C 15.25 -1.20 -30.95
C 15.45 -2.39 -29.98
C 15.89 -1.94 -28.59
P 16.48 -3.34 -27.55
C 18.25 -3.64 -28.08
C 18.99 -4.73 -27.32
C 20.54 -4.51 -27.28
C 21.20 -5.62 -26.42
C 15.39 -4.74 -27.55
C 15.90 -5.99 -26.81
C 14.77 -7.03 -26.58
C 14.39 -7.76 -27.86
C 16.63 -2.63 -25.91
C 17.55 -1.41 -25.77
C 17.21 -0.74 -24.45
C 17.39 -1.54 -23.14
H 13.73 -1.93 -32.42
H 15.44 -2.30 -32.76
H 14.73 -0.62 -32.90
H 14.53 -0.58 -30.40
H 16.18 -0.63 -31.01
H 16.25 -2.96 -30.46
H 14.54 -2.97 -29.86
H 14.98 -1.63 -28.08
H 16.59 -1.11 -28.62
H 18.80 -2.71 -27.92
H 18.26 -3.82 -29.15
H 18.88 -5.73 -27.74
H 18.72 -4.82 -26.27
H 20.71 -3.60 -26.70
H 20.98 -4.40 -28.27
H 21.20 -6.59 -26.91
H 20.65 -5.76 -25.49
H 22.20 -5.31 -26.15
H 15.17 -4.95 -28.60
H 14.48 -4.35 -27.08
H 16.18 -5.70 -25.79
H 16.81 -6.43 -27.22
H 13.93 -6.51 -26.12
H 15.18 -7.83 -25.97
H 13.83 -7.19 -28.61
H 13.62 -8.50 -27.60
H 15.28 -8.13 -28.37
H 16.97 -3.44 -25.27
H 15.57 -2.45 -25.66
H 17.35 -0.66 -26.54
H 18.62 -1.63 -25.80
H 16.17 -0.39 -24.53
H 17.74 0.21 -24.34
H 17.54 -1.00 -22.20
H 18.25 -2.19 -23.31
H 16.51 -2.16 -22.95
C 13.08 3.48 -21.00
C 13.33 3.36 -22.52
C 12.03 3.07 -23.27
C 11.55 1.65 -22.99
N 10.29 1.33 -23.87
C 9.12 2.29 -23.74
C 8.39 1.94 -22.49
C 8.75 0.48 -22.15
C 9.62 0.06 -23.35
C 10.72 1.07 -25.30
H 13.02 2.51 -20.52
H 12.30 4.19 -20.74
H 13.98 4.02 -20.69
H 14.09 2.64 -22.82
H 13.76 4.31 -22.83
H 12.19 3.16 -24.35
H 11.33 3.85 -22.98
H 11.15 1.50 -21.98
H 12.24 0.82 -23.17
H 8.50 2.12 -24.63
H 9.45 3.32 -23.85
H 7.34 2.21 -22.47
H 8.77 2.47 -21.61
H 7.80 -0.06 -22.11
H 9.15 0.31 -21.15
H 8.96 -0.26 -24.15
H 10.39 -0.68 -23.14
H 11.09 2.03 -25.68
H 9.94 0.70 -25.96
H 11.60 0.43 -25.32
O 13.62 -2.18 -26.35
C 13.04 -2.33 -25.09
C 13.56 -1.40 -23.95
O 12.94 -1.49 -22.70
H 13.05 -3.37 -24.70
H 11.94 -2.15 -25.08
H 13.42 -0.34 -24.27
H 14.66 -1.39 -23.84
O 11.35 -5.79 -29.22
C 11.11 -6.03 -28.07
O 10.21 -7.01 -27.74
C 10.17 -7.30 -26.35
C 11.45 -6.70 -25.84
C 11.67 -5.50 -26.77
H 10.12 -8.37 -26.14
H 9.30 -6.80 -25.93
H 12.29 -7.35 -26.13
H 11.48 -6.53 -24.77
H 12.74 -5.30 -26.81
H 11.07 -4.71 -26.34
C 10.07 -3.60 -22.93
Cl 9.04 -4.71 -23.81
Cl 9.47 -3.59 -21.27
H 11.05 -4.05 -22.84
H 10.01 -2.62 -23.40
C 13.99 0.86 -26.70
Cl 15.23 1.22 -27.98
Cl 14.12 2.09 -25.45
H 12.98 0.78 -27.10
H 14.20 -0.09 -26.21
C 14.62 -0.61 -21.05
Cl 15.39 0.83 -21.69
Cl 14.70 -0.78 -19.28
H 13.60 -0.75 -21.42
H 15.03 -1.52 -21.50
C 12.08 -1.55 -29.29
Cl 11.08 -0.08 -29.53
Cl 12.12 -2.67 -30.68
H 13.11 -1.27 -29.12
H 11.63 -2.11 -28.47
C 13.66 -4.34 -22.21
Cl 12.85 -5.19 -20.88
Cl 14.66 -5.36 -23.29
H 12.85 -3.94 -22.81
H 14.14 -3.40 -21.92
C 11.56 -0.87 -19.80
Cl 10.96 -1.76 -18.40
Cl 11.43 0.86 -19.54
H 12.61 -1.07 -20.01
H 11.00 -1.17 -20.68
C 8.31 -1.72 -28.05
Br 6.38 -1.69 -27.71
Br 8.82 -3.03 -29.38
Br 9.37 -2.08 -26.45
H 8.57 -0.71 -28.33
```

Summary:
* molar mass: 1310.2 g/mol
* energy above the lowest of the compared OMol25 structures with the same formula, charge and spin: 0.0 kJ/mol
* max |F|: 2.84 eV Å⁻¹
* total charge: 0

Molecular formula: C38H79NO26PS8
Method: DFT, wB97M-V/def2-TZVPD

The geometry in XYZ format:
```
153
Properties=species:S:1:pos:R:3
C 9.08 3.53 -0.50
C 7.78 4.31 -0.81
C 6.80 4.05 0.36
C 5.34 4.35 -0.04
C 4.88 3.34 -1.13
C 3.46 2.82 -0.89
C 3.12 1.60 -1.81
C 1.63 1.24 -1.58
N 0.82 1.16 -2.82
C -0.59 0.87 -2.39
C -1.30 2.13 -1.87
C -1.71 2.11 -0.38
C -2.44 0.82 0.07
C -3.87 1.05 0.63
C -4.00 0.40 2.02
C -5.46 0.16 2.51
C -6.57 0.73 1.61
C 1.23 0.07 -3.65
S 2.34 0.32 -4.81
S 0.51 -1.59 -3.50
C 1.69 -2.76 -2.73
C 2.98 -2.21 -2.09
C 3.04 -2.57 -0.58
C 4.47 -2.70 -0.05
C 5.19 -4.04 -0.23
O 6.32 -3.90 0.66
P 6.88 -2.21 0.48
C 7.54 -0.45 0.16
C 8.37 0.18 1.31
C 9.77 -0.48 1.50
C 7.61 0.30 2.64
O 5.39 -1.73 -0.42
H 9.28 3.51 0.57
H 8.89 2.50 -0.84
H 9.96 3.96 -0.98
H 7.37 3.93 -1.75
H 7.98 5.38 -0.94
H 6.87 2.98 0.58
H 7.14 4.68 1.20
H 5.32 5.39 -0.40
H 4.69 4.30 0.84
H 5.60 2.52 -1.11
H 4.97 3.82 -2.11
H 2.76 3.62 -1.19
H 3.31 2.54 0.16
H 3.34 1.93 -2.83
H 3.75 0.78 -1.46
H 1.58 0.31 -0.98
H 1.21 2.02 -0.94
H -1.12 0.54 -3.28
H -0.54 0.09 -1.63
H -2.22 2.30 -2.45
H -0.68 3.03 -2.04
H -2.26 3.03 -0.16
H -0.78 2.18 0.21
H -2.52 0.09 -0.75
H -1.82 0.32 0.82
H -4.56 0.63 -0.11
H -4.12 2.12 0.69
H -3.42 0.99 2.75
H -3.51 -0.58 1.96
H -5.63 -0.91 2.71
H -5.55 0.64 3.49
H -6.36 1.73 1.23
H -6.70 0.04 0.76
H -7.51 0.72 2.18
H 1.91 -3.55 -3.46
H 1.13 -3.27 -1.94
H 3.18 -1.15 -2.28
H 3.82 -2.75 -2.54
H 2.56 -3.54 -0.42
H 2.53 -1.79 0.00
H 4.32 -2.69 1.05
H 5.66 -4.24 -1.20
H 4.65 -4.90 0.20
H 7.50 -2.65 -0.77
H 8.05 -2.63 1.23
H 6.25 -1.85 1.72
H 8.20 -0.51 -0.71
H 6.69 0.21 -0.04
H 8.58 1.22 1.00
H 9.69 -1.21 2.30
H 10.49 0.31 1.73
H 10.06 -0.97 0.56
H 6.63 0.78 2.51
H 7.48 -0.68 3.11
H 8.17 0.91 3.37
C 10.80 1.07 -4.60
C 9.87 0.69 -5.73
O 8.60 0.50 -5.10
S 8.46 1.50 -3.85
O 7.74 2.65 -4.27
O 8.10 0.77 -2.70
O 10.02 1.91 -3.75
H 11.11 0.19 -4.03
H 11.68 1.60 -4.95
H 10.18 -0.22 -6.24
H 9.77 1.50 -6.45
C -4.43 4.84 -3.22
C -4.95 3.42 -3.21
O -5.18 3.13 -1.83
S -5.63 4.46 -1.07
O -7.04 4.48 -0.97
O -4.78 4.63 0.06
O -5.19 5.51 -2.20
H -3.38 4.88 -2.94
H -4.57 5.33 -4.18
H -4.24 2.72 -3.64
H -5.90 3.34 -3.74
C -9.59 2.11 4.87
C -8.47 2.48 5.83
O -8.21 1.28 6.56
S -8.47 0.01 5.61
O -7.22 -0.41 5.08
O -9.34 -0.88 6.28
O -9.27 0.77 4.46
H -10.55 2.09 5.38
H -9.64 2.77 4.01
H -8.75 3.29 6.50
H -7.56 2.76 5.29
C -7.35 -3.74 6.34
C -6.24 -3.38 7.30
O -5.98 -4.58 8.03
S -6.25 -5.85 7.07
O -5.00 -6.28 6.54
O -7.13 -6.73 7.74
O -7.05 -5.08 5.91
H -8.32 -3.76 6.84
H -7.39 -3.08 5.48
H -6.52 -2.57 7.97
H -5.33 -3.10 6.76
C -2.50 -0.26 -6.55
C -1.90 0.94 -5.84
O -2.38 2.07 -6.57
S -3.84 1.76 -7.15
O -4.81 2.32 -6.28
O -3.84 2.03 -8.54
O -3.82 0.17 -6.93
H -1.94 -0.49 -7.46
H -2.55 -1.14 -5.92
H -0.82 0.92 -5.82
H -2.28 1.01 -4.81
C -9.84 -8.60 2.77
C -9.23 -7.50 1.93
O -9.24 -6.35 2.77
S -9.03 -6.80 4.30
O -7.67 -6.64 4.65
O -10.07 -6.23 5.08
O -9.33 -8.37 4.09
H -10.93 -8.52 2.80
H -9.56 -9.59 2.43
H -9.79 -7.31 1.02
H -8.19 -7.73 1.67
```

Summary:
* molar mass: 1253.5 g/mol
* max |F|: 2.96 eV Å⁻¹
* total charge: -1

Number 1: LUMO level 3.350 eV. Number 2: LUMO level -0.220 eV. Number 3: LUMO level 1.182 eV.